1.
{"formula": "C2H2Cl2O2", "method": "ωB97M-V with the def2-TZVPD basis set", "homo_lumo_gap_ev": [7.84, 9.98], "charge": 0, "e_lumo_ev": [-0.8, -0.6], "energy_ha": -1148.04653, "de_lowest_kj_mol": 682.03, "e_homo_ev": [-8.669, -10.623], "species": ["C", "C", "O", "O", "Cl", "Cl", "H", "H"], "xyz": [[-0.33772, -0.17290, -0.12439], [-1.76152, 0.07004, 0.18952], [-0.57468, -0.75916, -1.36349], [-0.23282, -2.02732, -1.41780], [-2.77558, -1.19591, 0.93756], [-2.52639, 1.28624, -0.73442], [0.05310, 0.87223, -0.32749], [0.27381, -0.68396, 0.45326]]}

***

2.
{"formula": "C2H2Cl2O2S", "method": "ωB97M-V with the def2-TZVPD basis set", "homo_lumo_gap_ev": [9.00, 9.00], "charge": 0, "e_lumo_ev": [-1.3, -1.3], "energy_ha": -1546.30386, "de_lowest_kj_mol": 393.84, "e_homo_ev": [-10.275, -10.275], "species": ["C", "C", "O", "O", "S", "Cl", "Cl", "H", "H"], "xyz": [[-0.34538, -0.71311, -0.55466], [1.27733, 0.00874, 0.35319], [-2.78599, 0.09127, -0.76516], [-1.67960, 0.41751, 1.43654], [-1.61135, 0.15219, 0.00922], [2.54072, -1.07087, -0.10250], [1.37346, 1.69348, -0.20361], [0.12151, -0.47812, -1.56477], [1.10930, -0.10108, 1.39175]]}

***

3.
{"formula": "C2H2Cl2S", "method": "ωB97M-V with the def2-TZVPD basis set", "homo_lumo_gap_ev": 8.54, "charge": 0, "e_lumo_ev": -0.7, "energy_ha": -1395.93740, "de_lowest_kj_mol": 48.47, "e_homo_ev": -9.289, "species": ["S", "C", "Cl", "C", "Cl", "H", "H"], "xyz": [[2.24534, -1.13810, -1.00656], [1.71689, 0.05196, -0.06839], [2.83888, 0.91776, 0.91361], [0.26627, 0.35360, 0.04620], [0.18587, 1.65595, -1.17911], [-0.28051, -0.59215, -0.03923], [-0.03722, 0.68122, 1.15073]]}